78
Properties=species:S:1:pos:R:3:forces:R:3:mulliken_charge:R:1 method="wB97M-V/def2-TZVPD" total_charge=+1 gap_ev=4.5 e_lumo_ev=-5.3434 multiplicity=1 de_lowest_ev=2.105 energy_ha=-3081.2293 largest_force_ha_per_bohr=0.0949 mol_weight_g_mol=566.55
C 0.288824 -2.982381 -6.780070 0.7 -1.0 0.8 -1.16
C 0.063197 -3.162706 -5.180971 -1.5 0.7 -0.8 0.47
N -1.101116 -2.862001 -4.656154 3.2 -0.7 -1.3 -0.57
C 1.309750 -3.738579 -4.365950 -0.5 1.0 -0.7 -0.78
C 1.445085 -3.173893 -2.871201 1.0 -0.3 1.5 0.41
C 2.987981 -3.524539 -2.524682 -0.2 -0.7 0.2 -0.41
C 4.259151 -2.583837 -2.792361 -0.8 -0.2 0.9 -0.48
C 3.822218 -1.130308 -2.234081 -0.2 1.0 3.6 0.22
O 3.791255 -0.922120 -1.011148 0.2 -1.2 -4.7 -0.31
Cl 3.323501 0.249819 -3.324249 0.6 -1.9 0.6 -0.12
N 3.028842 -4.740370 -1.955990 -0.3 2.0 -2.1 -0.07
C 1.651613 -5.351370 -1.798759 -1.0 0.3 0.9 -0.15
Cl 1.738687 -6.409842 -0.310604 -0.1 0.6 -1.2 -0.11
C 0.802731 -3.975467 -1.640979 1.1 -1.8 0.2 -0.22
P 1.316057 -3.240346 0.069384 -1.4 2.3 1.0 0.09
S 0.334790 -1.577466 0.450278 0.4 -0.6 -0.6 -0.25
H 1.389943 -3.219273 -7.030709 -1.7 0.7 0.2 0.31
H -0.332447 -3.770416 -7.324002 0.7 1.1 0.8 0.33
H -0.022268 -1.943285 -7.122420 0.5 -1.4 0.5 0.37
H -1.672069 -2.527227 -5.457893 0.1 -0.2 0.8 0.29
H 1.291235 -4.873606 -4.456612 0.0 1.4 0.3 0.26
H 2.252512 -3.385001 -4.933562 -1.5 -0.5 0.8 0.32
H 1.155223 -2.080133 -2.695626 0.7 -1.3 -0.8 0.60
H 5.112827 -2.934617 -2.106048 -1.2 0.6 -1.1 0.39
H 4.597149 -2.570440 -3.878492 -0.7 -0.1 1.4 0.37
H 3.889473 -5.224304 -1.641206 -0.7 0.3 -0.3 0.33
H 1.275222 -6.012084 -2.654188 1.1 1.0 1.1 0.29
H -0.326911 -4.045176 -1.520507 1.5 -0.1 -0.8 0.39
H 2.723451 -2.966327 0.146878 -0.5 -0.8 -0.3 0.05
H 1.013429 -4.131050 1.153971 0.5 -0.2 -1.1 0.13
C 3.901980 0.756732 1.952132 -0.3 -0.1 0.1 -0.63
O 3.295707 0.188053 3.102159 0.4 0.2 -0.2 -0.22
C 3.969771 0.526007 4.316154 -0.5 -0.2 0.4 -0.92
C 3.080908 1.415921 5.183978 0.2 0.1 -0.5 -0.19
N 2.935175 2.746912 4.594278 0.0 -0.2 0.2 -0.33
C 1.911324 3.566764 5.246119 0.0 0.0 -0.4 -0.71
C 0.454357 3.094715 5.128619 0.0 0.5 0.2 -0.48
O -0.065215 3.149041 3.804403 0.1 -0.4 0.2 -0.43
C 0.188584 1.990586 3.022228 -0.2 0.4 -0.1 0.10
H 3.397899 0.356159 1.071407 0.0 0.0 0.2 0.08
H 3.785895 1.844348 1.948913 0.2 0.1 -0.1 0.29
H 4.962384 0.492891 1.897314 0.1 0.1 0.0 0.40
H 4.944848 0.990138 4.132637 -0.2 0.1 -0.1 0.40
H 4.147180 -0.413284 4.849392 0.0 0.0 0.0 0.40
H 3.525911 1.508545 6.179339 0.0 0.0 0.0 0.41
H 2.108862 0.920270 5.283746 0.0 -0.2 0.1 0.17
H 2.691321 2.649843 3.614875 0.0 0.0 0.1 0.07
H 1.977210 4.562519 4.795727 -0.1 0.0 0.1 0.37
H 2.168097 3.683808 6.304133 0.0 -0.1 0.0 0.41
H -0.156615 3.790538 5.713121 0.0 0.0 -0.1 0.34
H 0.292157 2.107209 5.575464 0.1 -0.1 -0.2 0.35
H 0.226352 1.079565 3.625627 0.1 0.0 0.0 0.28
H 1.113921 2.110938 2.455030 0.1 -0.2 0.0 0.17
H -0.623900 1.890208 2.298723 0.0 0.1 0.1 -0.33
C -2.776918 1.067318 -2.273038 -0.3 -0.1 0.1 -0.62
O -3.384580 0.525802 -1.111726 0.4 0.2 -0.2 -0.39
C -2.703741 0.882096 0.093362 -0.5 -0.2 0.5 -0.84
C -3.580396 1.796534 0.948325 0.2 0.1 -0.6 -0.18
N -3.716417 3.117496 0.334426 0.0 -0.2 0.2 -0.33
C -4.728917 3.959715 0.975679 0.0 0.0 -0.4 -0.68
C -6.190844 3.500360 0.874668 0.0 0.5 0.2 -0.50
O -6.716495 3.534745 -0.447299 0.2 -0.4 0.3 -0.42
C -6.478017 2.358960 -1.207832 -0.2 0.4 -0.2 -0.53
H -3.286125 0.653286 -3.145389 0.0 0.0 0.1 0.26
H -2.884504 2.155494 -2.297142 0.2 0.1 -0.1 0.31
H -1.718531 0.794438 -2.324863 0.1 0.1 0.0 0.21
H -1.724978 1.334065 -0.102829 -0.1 0.1 -0.1 0.47
H -2.532452 -0.048623 0.643607 0.0 0.0 0.0 0.30
H -3.129576 1.903701 1.939870 0.0 0.0 0.0 0.38
H -4.556553 1.312214 1.061955 0.0 -0.2 0.1 0.23
H -3.966022 3.004228 -0.641770 0.0 0.0 0.1 0.07
H -4.655485 4.946008 0.506069 -0.1 0.0 0.1 0.39
H -4.465421 4.094238 2.029960 0.0 -0.1 0.0 0.39
H -6.791732 4.213293 1.448890 0.0 0.0 -0.1 0.36
H -6.360594 2.523236 1.341050 0.1 -0.1 -0.2 0.35
H -6.446201 1.459722 -0.586919 0.1 0.0 0.0 0.27
H -5.554286 2.459178 -1.781590 0.1 -0.2 0.0 0.17
H -7.294662 2.252416 -1.925031 0.0 0.1 0.1 0.30